# 1
Here is C20H21N5O2 in the gas phase at a distorted geometry from the Open Molecules 2025 dataset. Energies are from ωB97M-V/def2-TZVPD.

Values from the calculation:
2S+1: 1
LUMO level: 0.007 Eh
HOMO level: -9.028 eV
Structure (SMILES): N#CCCOCc1nc(-c2ccccc2)n(CCC#N)c1COCCC#N
Frontier orbital gap: 9.231 eV
ΔE to the lowest compared entry with this formula, charge and spin: 233.6 kJ/mol
Electronic energy: -32624.2540 eV

Atoms and positions in Å:
N (-0.919, -2.174, 5.653)
C (-1.062, -1.736, 4.593)
C (-1.283, -1.305, 3.228)
C (-2.744, -1.055, 2.897)
O (-2.968, -1.040, 1.446)
C (-2.882, 0.234, 0.766)
C (-1.454, 0.779, 0.602)
N (-1.138, 2.095, 0.994)
C (0.127, 2.292, 0.670)
C (0.934, 3.493, 0.990)
C (1.677, 4.115, -0.040)
C (2.482, 5.223, 0.285)
C (2.607, 5.670, 1.626)
C (1.863, 4.990, 2.607)
C (1.026, 3.915, 2.305)
N (0.687, 1.137, 0.127)
C (2.147, 0.919, -0.177)
C (2.983, 0.836, 1.137)
C (4.364, 0.465, 0.856)
N (5.469, 0.159, 0.641)
C (-0.328, 0.173, 0.122)
C (-0.208, -1.242, -0.417)
O (0.291, -1.206, -1.740)
C (0.725, -2.472, -2.199)
C (0.979, -2.355, -3.726)
C (1.639, -3.618, -4.045)
N (2.201, -4.602, -4.300)
H (-0.697, -0.378, 3.097)
H (-0.913, -2.062, 2.542)
H (-3.051, -0.130, 3.336)
H (-3.394, -1.868, 3.363)
H (-3.381, 0.192, -0.197)
H (-3.406, 0.981, 1.390)
H (1.624, 3.807, -1.060)
H (3.046, 5.735, -0.510)
H (3.238, 6.503, 1.903)
H (1.882, 5.262, 3.644)
H (0.380, 3.478, 3.087)
H (2.230, -0.002, -0.701)
H (2.558, 1.711, -0.786)
H (2.539, 0.102, 1.823)
H (2.975, 1.784, 1.676)
H (0.456, -1.803, 0.230)
H (-1.159, -1.774, -0.424)
H (1.635, -2.727, -1.650)
H (-0.003, -3.303, -1.983)
H (1.601, -1.483, -3.992)
H (0.027, -2.314, -4.285)

Here are the Mulliken charges for atoms 1 to 6, given in e:
1. N -0.439
2. C -0.022
3. C 0.440
4. C -0.631
5. O -0.388
6. C -1.128


# 2
Here is a molecular structure, C20H21N5O2S at a distorted geometry from the Open Molecules 2025 dataset. Energies are from ωB97M-V/def2-TZVPD.

Values from the calculation:
2S+1: 1
LUMO level: 0.002 Eh
HOMO level: -7.591 eV
Frontier orbital gap: 7.651 eV
ΔE to the lowest compared entry with this formula, charge and spin: 1913.0 kJ/mol
Electronic energy: -43443.4367 eV

Atoms and positions in Å:
O (0.667, 2.775, 2.301)
C (1.192, 2.950, 1.173)
N (0.729, 2.744, -0.101)
C (-0.257, 1.958, -0.398)
C (-1.375, 1.866, 0.324)
C (-2.170, 0.803, 0.280)
C (-2.035, 0.028, -0.723)
C (-0.902, 0.162, -1.884)
C (0.011, 1.198, -1.585)
H (0.701, 1.382, -2.202)
H (-0.653, -0.548, -2.627)
N (-2.692, -1.224, -1.142)
C (-2.629, -2.095, -2.160)
H (-1.417, -2.497, -1.986)
C (-3.216, -3.505, -1.758)
H (-3.060, -4.243, -2.252)
O (-4.760, -3.251, -1.493)
C (-4.947, -2.297, -0.502)
C (-4.292, -1.173, -1.044)
H (-4.488, -0.296, -0.104)
H (-4.643, -0.671, -2.026)
H (-5.894, -2.285, -0.393)
H (-4.509, -2.753, 0.472)
H (-2.780, -3.879, -0.481)
H (-2.697, -2.073, -3.281)
H (-3.007, 0.450, 0.901)
H (-1.510, 2.475, 1.359)
H (1.513, 2.945, -0.843)
C (2.758, 3.674, 1.369)
H (2.650, 4.692, 1.165)
H (3.218, 3.289, 2.184)
S (3.902, 3.020, -0.158)
C (3.372, 1.260, -0.049)
N (3.754, 0.546, -0.971)
N (3.042, -0.581, -0.678)
C (2.277, -0.579, 0.371)
N (2.415, 0.834, 0.570)
C (1.112, -1.280, 1.076)
C (0.916, -2.516, 0.250)
C (-0.032, -3.291, 0.795)
C (-1.128, -2.781, 1.841)
C (-0.617, -1.547, 2.548)
C (0.377, -0.701, 1.892)
H (0.490, 0.313, 2.312)
H (-1.229, -1.180, 3.034)
H (-1.983, -3.426, 2.003)
H (-0.517, -4.176, 0.244)
H (1.299, -2.823, -0.568)
H (3.238, -1.580, -1.322)

Here are the Mulliken charges for atoms 1 to 6, given in e:
1. O -0.667
2. C 0.368
3. N -0.166
4. C 0.116
5. C -0.353
6. C -0.457


# 3
Here is C20H21N5O2S in the gas phase at a distorted geometry from the Open Molecules 2025 dataset. Energies are from ωB97M-V/def2-TZVPD.

Values from the calculation:
2S+1: 1
LUMO level: 0.010 Eh
HOMO level: -8.240 eV
Structure (SMILES): Cc1nc([C@@H](C)NC(=O)CCc2nnc(Cc3c[nH]c4ccccc34)o2)cs1
Frontier orbital gap: 8.517 eV
ΔE to the lowest compared entry with this formula, charge and spin: 45.2 kJ/mol
Electronic energy: -43462.7952 eV

Atoms and positions in Å:
C (-4.217, 0.987, -1.956)
C (-3.504, 0.916, -0.662)
N (-2.344, 1.402, -0.432)
C (-1.928, 1.214, 0.852)
C (-0.597, 1.764, 1.263)
C (-0.026, 1.093, 2.512)
N (0.321, 1.655, 0.146)
C (1.321, 2.541, -0.014)
O (1.518, 3.457, 0.759)
C (2.215, 2.310, -1.226)
C (3.617, 1.905, -0.748)
C (3.634, 0.496, -0.295)
N (4.447, -0.432, -0.678)
N (4.064, -1.575, -0.067)
C (3.031, -1.291, 0.654)
C (2.225, -2.238, 1.459)
C (0.776, -2.222, 1.068)
C (-0.272, -2.520, 1.891)
N (-1.451, -2.444, 1.203)
C (-1.188, -2.088, -0.086)
C (-2.053, -1.899, -1.157)
C (-1.506, -1.518, -2.361)
C (-0.126, -1.352, -2.506)
C (0.741, -1.568, -1.458)
C (0.215, -1.934, -0.216)
O (2.707, 0.019, 0.569)
C (-2.816, 0.543, 1.633)
S (-4.232, 0.140, 0.739)
H (-3.546, 1.391, -2.709)
H (-4.559, 0.000, -2.262)
H (-5.089, 1.635, -1.871)
H (-0.698, 2.841, 1.465)
H (0.961, 1.505, 2.705)
H (0.061, 0.019, 2.362)
H (-0.658, 1.289, 3.373)
H (0.190, 0.886, -0.492)
H (2.291, 3.257, -1.762)
H (1.799, 1.554, -1.892)
H (4.352, 1.998, -1.547)
H (3.904, 2.565, 0.076)
H (2.314, -1.985, 2.519)
H (2.657, -3.230, 1.304)
H (-0.258, -2.789, 2.930)
H (-2.364, -2.624, 1.584)
H (-3.115, -2.055, -1.041)
H (-2.147, -1.355, -3.214)
H (0.267, -1.063, -3.470)
H (1.805, -1.477, -1.609)
H (-2.740, 0.273, 2.665)

Here are the Mulliken charges for atoms 1 to 6, given in e:
1. C -1.196
2. C 0.729
3. N -0.431
4. C -0.506
5. C 0.505
6. C -1.517